1.
Entry from the OMol25 dataset: a structure of composition C39H72BEuFN10O3S in a non-equilibrium geometry (ωB97M-V/def2-TZVPD).

Atoms and positions in Å:
Eu (0.088, 0.092, 0.535)
C (-4.067, -3.628, -1.348)
C (-3.250, -2.963, -0.300)
C (-3.358, -3.217, 1.050)
C (-2.427, -2.386, 1.673)
N (-1.786, -1.660, 0.746)
N (-2.292, -2.020, -0.466)
B (-1.856, -1.506, -1.861)
N (-0.384, -1.814, -2.226)
N (0.742, -1.437, -1.562)
C (1.788, -1.894, -2.270)
C (1.322, -2.569, -3.400)
C (-0.053, -2.504, -3.342)
C (-0.977, -3.105, -4.343)
C (3.253, -1.714, -1.935)
C (3.686, -0.281, -2.268)
C (4.116, -2.673, -2.769)
C (3.502, -1.996, -0.452)
N (-2.237, -0.018, -2.113)
N (-1.663, 1.093, -1.575)
C (-2.258, 2.160, -2.143)
C (-3.234, 1.717, -3.038)
C (-3.187, 0.339, -3.004)
C (-4.046, -0.567, -3.814)
C (-1.973, 3.620, -1.866)
C (-2.609, 4.498, -2.955)
C (-2.607, 3.993, -0.517)
C (-0.472, 3.925, -1.849)
C (-2.232, -2.387, 3.169)
C (-3.583, -2.135, 3.858)
C (-1.226, -1.340, 3.629)
C (-1.728, -3.775, 3.595)
H (-4.717, -4.355, -0.867)
H (-3.445, -4.146, -2.073)
H (-4.691, -2.914, -1.881)
H (-4.019, -3.919, 1.516)
H (-2.497, -2.122, -2.623)
H (1.887, -3.051, -4.170)
H (-0.382, -3.617, -5.095)
H (-1.572, -2.339, -4.838)
H (-1.652, -3.828, -3.889)
H (3.355, -0.009, -3.267)
H (4.770, -0.199, -2.232)
H (3.260, 0.412, -1.550)
H (4.091, -2.412, -3.824)
H (3.793, -3.705, -2.659)
H (5.152, -2.606, -2.440)
H (2.874, -1.345, 0.162)
H (4.546, -1.811, -0.214)
H (3.287, -3.040, -0.227)
H (-3.894, 2.297, -3.645)
H (-4.684, 0.036, -4.455)
H (-4.680, -1.184, -3.181)
H (-3.451, -1.224, -4.444)
H (-3.694, 4.423, -2.946)
H (-2.243, 4.218, -3.941)
H (-2.348, 5.540, -2.776)
H (-3.686, 3.850, -0.563)
H (-2.414, 5.039, -0.287)
H (-2.199, 3.382, 0.282)
H (-0.014, 3.647, -2.797)
H (0.017, 3.401, -1.034)
H (-0.318, 4.995, -1.719)
H (-3.960, -1.139, 3.638)
H (-3.463, -2.226, 4.935)
H (-4.328, -2.861, 3.545)
H (-1.473, -0.355, 3.233)
H (-0.227, -1.616, 3.303)
H (-1.233, -1.280, 4.714)
H (-2.447, -4.551, 3.352)
H (-1.566, -3.783, 4.670)
H (-0.789, -4.008, 3.101)
O (-2.652, 0.867, 1.057)
H (-2.909, 1.287, 0.224)
H (-3.214, 0.089, 1.164)
O (0.683, -2.736, 0.969)
H (1.318, -3.220, 1.508)
H (0.657, -3.169, 0.108)
O (1.101, 1.294, -1.545)
H (0.406, 1.540, -2.173)
H (1.780, 1.985, -1.563)
F (2.547, -0.533, 6.689)
C (2.282, -0.336, 5.375)
C (2.611, -1.307, 4.453)
C (2.302, -1.104, 3.115)
C (1.621, 0.031, 2.607)
C (1.397, 1.006, 3.611)
C (1.705, 0.844, 4.954)
H (3.096, -2.213, 4.783)
H (2.627, -1.878, 2.428)
H (0.967, 1.955, 3.325)
H (1.490, 1.618, 5.677)
C (5.538, -0.100, 2.272)
N (4.475, 0.731, 1.767)
C (4.587, 1.621, 0.778)
S (3.223, 2.470, 0.311)
N (5.779, 1.793, 0.186)
C (6.009, 2.712, -0.898)
H (5.144, -0.720, 3.073)
H (6.352, 0.504, 2.676)
H (5.941, -0.757, 1.496)
H (3.526, 0.571, 2.113)
H (6.592, 1.390, 0.628)
H (5.056, 2.921, -1.378)
H (6.685, 2.257, -1.621)
H (6.433, 3.655, -0.545)
C (1.822, 5.324, 2.364)
C (0.469, 5.446, 1.669)
N (-0.570, 4.760, 2.418)
C (-1.316, 5.602, 3.336)
C (-2.527, 6.243, 2.653)
C (-0.806, 3.439, 2.280)
C (-1.831, 2.834, 3.194)
N (-0.203, 2.651, 1.450)
H (2.565, 5.911, 1.836)
H (2.142, 4.286, 2.373)
H (1.761, 5.684, 3.389)
H (0.528, 5.046, 0.656)
H (0.178, 6.495, 1.584)
H (-0.650, 6.391, 3.697)
H (-1.635, 5.028, 4.206)
H (-2.200, 6.854, 1.817)
H (-3.056, 6.884, 3.354)
H (-3.216, 5.491, 2.273)
H (-1.431, 2.822, 4.208)
H (-2.016, 1.813, 2.882)
H (-2.765, 3.389, 3.182)
H (0.563, 3.119, 0.967)

As for the LUMO energy (alpha / beta): -4.173 / -1.585 eV. The total energy comes out at -96213.60355 eV. As for the spin multiplicity: 7. The charge is +1. The calculation puts the HOMO energy (alpha / beta) at -0.3774 / -0.3788 hartree. The value obtained for the energy relative to the best compared isomer or geometry (same formula, charge and spin) is 0.0 kcal per mole.



2.
Entry from the OMol25 dataset: the molecule C2HN3O3 in a non-equilibrium geometry (ωB97M-V/def2-TZVPD).

Atoms and positions in Å:
C (-0.139, -1.238, -0.076)
C (-0.140, 1.293, -0.092)
N (1.225, -1.166, 0.046)
N (1.223, 1.179, -0.104)
N (-0.801, 0.013, -0.070)
O (-0.685, -2.314, -0.023)
O (-0.696, 2.335, 0.044)
O (1.787, -0.006, 0.102)
H (-1.774, -0.095, 0.174)

As for the LUMO energy (alpha / beta): 0.496 / -4.049 eV. The total energy comes out at -12697.10123 eV. As for the spin multiplicity: 3. The calculation puts the HOMO energy (alpha / beta) at -0.3717 / -0.4208 hartree. The value obtained for the energy relative to the best compared isomer or geometry (same formula, charge and spin) is 0.0 kcal per mole.



3.
Entry from the OMol25 dataset: a structure of composition C4H9NS in a non-equilibrium geometry (ωB97M-V/def2-TZVPD).

Atoms and positions in Å:
C (-0.904, 0.437, -0.741)
C (-0.999, 1.715, -1.097)
C (-0.371, -1.745, -1.705)
N (-0.544, -0.484, -1.768)
H (-0.474, 0.101, 0.331)
H (-0.887, 1.999, -2.145)
H (-1.012, 2.519, -0.377)
H (-0.013, -2.279, -2.578)
H (-0.468, -2.305, -0.781)
H (-0.448, -0.095, -2.708)
C (1.018, 1.085, 2.066)
S (0.743, -0.589, 1.381)
H (2.041, 1.404, 1.891)
H (0.321, 1.785, 1.614)
H (0.842, 1.021, 3.138)

As for the LUMO energy (alpha / beta): -5.394 / -6.070 eV. The total energy comes out at -16608.81874 eV. As for the spin multiplicity: 2. The charge is +1. The calculation puts the HOMO energy (alpha / beta) at -0.4879 / -0.4742 hartree. The value obtained for the energy relative to the best compared isomer or geometry (same formula, charge and spin) is 0.0 kcal per mole.



4.
Entry from the OMol25 dataset: a cluster of 5 separate species, C15H27FO15 in total in a non-equilibrium geometry (ωB97M-V/def2-TZVPD).

Atoms and positions in Å:
C (1.973, -0.433, -2.601)
O (3.244, -0.709, -2.119)
C (3.433, -1.653, -1.192)
O (2.746, -2.660, -0.995)
O (4.569, -1.376, -0.708)
C (4.975, -2.101, 0.474)
H (2.078, 0.281, -3.418)
H (1.345, 0.032, -1.841)
H (1.509, -1.354, -2.951)
H (5.489, -1.504, 1.228)
H (5.738, -2.830, 0.201)
H (4.292, -2.743, 1.028)
C (3.987, 1.817, -0.462)
O (3.327, 2.682, -1.425)
C (2.537, 3.641, -1.053)
O (2.123, 3.963, 0.070)
O (2.065, 4.197, -2.183)
C (0.899, 5.092, -2.188)
H (4.419, 2.472, 0.295)
H (4.821, 1.243, -0.866)
H (3.300, 1.123, 0.022)
H (0.595, 5.249, -3.223)
H (1.040, 6.058, -1.703)
H (0.107, 4.548, -1.674)
C (-2.094, -1.612, -4.233)
O (-1.213, -2.633, -3.779)
C (-0.945, -2.649, -2.486)
O (-1.363, -1.850, -1.599)
O (-0.148, -3.660, -2.324)
C (0.186, -4.146, -1.066)
H (-1.746, -0.596, -4.046)
H (-3.099, -1.629, -3.811)
H (-2.252, -1.719, -5.306)
H (0.430, -3.398, -0.312)
H (1.125, -4.688, -1.171)
H (-0.596, -4.832, -0.742)
C (-4.708, 1.874, 1.617)
O (-4.914, 0.608, 2.252)
C (-5.572, 0.609, 3.453)
O (-6.129, 1.560, 4.068)
O (-5.708, -0.712, 3.850)
C (-6.133, -0.970, 5.149)
H (-5.147, 1.933, 0.621)
H (-3.621, 1.941, 1.565)
H (-5.046, 2.757, 2.159)
H (-7.219, -0.935, 5.235)
H (-5.684, -0.308, 5.889)
H (-5.732, -1.969, 5.325)
C (0.603, -0.056, 0.792)
C (0.081, 0.967, 1.783)
O (0.909, 0.710, 2.884)
C (1.515, -0.408, 2.715)
O (2.349, -0.896, 3.461)
O (1.057, -1.026, 1.625)
F (-1.259, 0.899, 2.008)
H (1.428, 0.262, 0.155)
H (-0.191, -0.436, 0.150)
H (0.227, 1.978, 1.402)

As for the LUMO energy: 0.311 eV. The total energy comes out at -49420.72180 eV. Its SMILES is O=C1OC[C@@H](F)O1.COC(=O)OC.COC(=O)OC.COC(=O)OC.COC(=O)OC. The calculation puts the HOMO energy at -0.3942 hartree. The value obtained for the energy relative to the best compared isomer or geometry (same formula, charge and spin) is 52.4 kcal per mole.



5.
Entry from the OMol25 dataset: a structure of composition C23H28BF4IN2O5PSV in a non-equilibrium geometry (ωB97M-V/def2-TZVPD).

Atoms and positions in Å:
V (0.020, -0.275, 0.141)
N (-1.441, 2.272, 0.079)
C (-1.903, 2.194, -1.228)
C (-3.098, 2.718, -1.648)
C (-3.453, 2.717, -3.012)
C (-2.591, 2.244, -3.959)
C (-1.378, 1.650, -3.548)
C (-0.401, 1.183, -4.458)
C (0.753, 0.623, -3.998)
C (0.883, 0.389, -2.624)
N (-0.021, 0.774, -1.739)
C (-1.092, 1.533, -2.178)
H (-2.061, 2.648, 0.775)
H (-0.460, 2.425, 0.248)
H (-3.755, 3.177, -0.918)
H (-4.399, 3.151, -3.310)
H (-2.815, 2.316, -5.016)
H (-0.578, 1.296, -5.522)
H (1.541, 0.301, -4.664)
H (1.733, -0.165, -2.253)
I (0.847, -1.983, 2.259)
C (1.954, -2.977, 0.807)
C (3.012, -3.755, 1.149)
C (3.609, -4.560, 0.148)
C (3.067, -4.612, -1.101)
C (1.936, -3.822, -1.444)
C (1.279, -3.957, -2.693)
C (0.151, -3.240, -2.964)
C (-0.304, -2.255, -2.055)
C (0.354, -2.030, -0.874)
C (1.414, -2.909, -0.498)
H (3.382, -3.788, 2.165)
H (4.469, -5.167, 0.400)
H (3.486, -5.272, -1.852)
H (1.666, -4.671, -3.411)
H (-0.377, -3.384, -3.899)
H (-1.158, -1.648, -2.338)
C (2.118, 1.240, 4.076)
P (0.796, 2.069, 3.220)
C (1.398, 3.660, 2.703)
C (-0.454, 2.395, 4.457)
O (0.213, 1.256, 2.069)
H (2.464, 1.857, 4.907)
H (2.942, 1.055, 3.389)
H (1.750, 0.291, 4.467)
H (1.840, 4.184, 3.552)
H (0.566, 4.247, 2.311)
H (2.147, 3.534, 1.924)
H (-0.052, 3.004, 5.269)
H (-0.825, 1.454, 4.868)
H (-1.286, 2.926, 3.990)
C (-3.350, -2.436, 0.928)
S (-3.236, -0.823, 0.262)
O (-3.765, 0.122, 1.185)
O (-3.611, -0.802, -1.107)
O (-1.612, -0.621, 0.256)
H (-3.259, -3.148, 0.112)
H (-4.331, -2.491, 1.399)
H (-2.564, -2.566, 1.672)
O (-1.818, -0.535, 3.241)
H (-2.690, -0.194, 3.003)
H (-1.227, 0.182, 2.963)
F (3.417, 1.559, 1.188)
B (2.840, 1.560, -0.036)
F (1.803, 0.168, 0.104)
F (1.925, 2.536, -0.261)
F (3.589, 1.177, -1.080)

As for the LUMO energy (alpha / beta): -4.401 / -3.805 eV. The total energy comes out at -102985.43072 eV. As for the spin multiplicity: 2. The charge is +1. The calculation puts the HOMO energy (alpha / beta) at -0.3953 / -0.3952 hartree. The value obtained for the energy relative to the best compared isomer or geometry (same formula, charge and spin) is 30.5 kcal per mole.



6.
Entry from the OMol25 dataset: a cluster of 5 separate species, H10O5 in total (ωB97M-V/def2-TZVPD).

Atoms and positions in Å:
O (11.613, 18.887, 0.406)
H (12.018, 19.334, 1.149)
H (10.899, 18.380, 0.792)
O (11.180, 23.296, -0.950)
H (11.423, 22.879, -0.123)
H (10.270, 23.565, -0.824)
O (11.018, 22.348, 1.822)
H (10.665, 22.772, 2.604)
H (10.480, 21.564, 1.711)
O (10.377, 24.124, 3.863)
H (10.966, 24.863, 3.713)
H (9.569, 24.522, 4.188)
O (11.014, 22.497, 5.960)
H (10.858, 23.144, 5.272)
H (10.530, 22.829, 6.716)

As for the LUMO energy: -0.014 eV. The total energy comes out at -10399.78169 eV. Its SMILES is O.O.O.O.O. The calculation puts the HOMO energy at -0.3950 hartree. The value obtained for the energy relative to the best compared isomer or geometry (same formula, charge and spin) is 24.6 kcal per mole.



7.
Entry from the OMol25 dataset: a cluster of 2 separate species, C25H23O9S3 in total in a non-equilibrium geometry (ωB97M-V/def2-TZVPD).

Atoms and positions in Å:
C (-1.694, 2.092, -5.177)
C (-0.453, 1.671, -4.429)
O (-0.639, 1.937, -3.019)
C (0.337, 1.392, -2.233)
C (0.133, 1.773, -0.831)
S (1.420, 2.405, 0.089)
C (1.167, 4.171, 0.363)
C (2.003, 5.109, -0.252)
C (1.932, 6.453, 0.127)
C (1.020, 6.864, 1.104)
C (0.167, 5.926, 1.695)
C (0.244, 4.580, 1.333)
O (1.336, 1.934, 1.459)
O (2.653, 2.317, -0.648)
O (1.203, 0.648, -2.693)
H (-1.581, 1.820, -6.228)
H (-2.583, 1.583, -4.792)
H (-1.850, 3.173, -5.126)
H (-0.271, 0.601, -4.580)
H (0.417, 2.239, -4.787)
H (-0.842, 2.152, -0.552)
H (2.720, 4.780, -1.002)
H (2.600, 7.175, -0.344)
H (0.972, 7.911, 1.406)
H (-0.556, 6.230, 2.451)
H (-0.395, 3.842, 1.816)
C (3.436, -4.295, -3.082)
O (3.718, -4.131, -1.670)
C (3.012, -3.195, -0.984)
C (2.010, -2.384, -1.567)
C (1.196, -1.630, -0.743)
C (1.394, -1.569, 0.644)
C (0.456, -0.830, 1.483)
C (-0.724, -1.357, 1.874)
S (-1.662, -0.735, 3.255)
O (-0.884, -0.837, 4.467)
O (-2.314, 0.496, 2.875)
C (-2.878, -2.073, 3.255)
C (-2.769, -3.016, 2.247)
C (-3.650, -4.092, 2.177)
C (-4.661, -4.203, 3.133)
C (-4.768, -3.254, 4.158)
C (-3.870, -2.188, 4.229)
S (-1.401, -2.816, 1.088)
O (-1.922, -2.457, -0.209)
O (-0.519, -3.946, 1.262)
C (2.501, -2.263, 1.186)
C (3.277, -3.084, 0.403)
H (4.152, -5.051, -3.408)
H (2.406, -4.651, -3.241)
H (3.597, -3.354, -3.630)
H (1.836, -2.376, -2.644)
H (0.385, -1.046, -1.170)
H (0.789, 0.064, 1.988)
H (-3.529, -4.820, 1.379)
H (-5.361, -5.034, 3.077)
H (-5.551, -3.342, 4.909)
H (-3.918, -1.446, 5.025)
H (2.673, -2.175, 2.258)
H (4.077, -3.688, 0.825)

As for the LUMO energy: 2.246 eV. The total energy comes out at -77229.35908 eV. The charge is -1. The calculation puts the HOMO energy at -0.1549 hartree. The value obtained for the energy relative to the best compared isomer or geometry (same formula, charge and spin) is 0.0 kcal per mole.



8.
Entry from the OMol25 dataset: a cluster of 3 separate species, C6H15N2O in total in a non-equilibrium geometry (ωB97M-V/def2-TZVPD).

Atoms and positions in Å:
C (-1.149, -0.233, -0.057)
C (-0.718, -1.132, -1.204)
C (-3.054, 1.078, 1.070)
C (2.690, -0.008, 1.089)
C (-2.613, 0.013, 0.004)
C (1.815, -1.042, 1.333)
N (-0.269, 0.210, 0.729)
N (2.895, 0.364, -1.713)
O (1.290, -2.033, 1.407)
H (-0.391, -0.558, -2.090)
H (0.204, -1.707, -1.040)
H (-1.558, -1.859, -1.243)
H (-4.148, 1.300, 0.864)
H (-2.905, 0.656, 2.105)
H (-2.541, 2.057, 0.822)
H (3.510, -0.065, 1.882)
H (2.936, -0.030, -0.001)
H (2.013, 0.986, 1.265)
H (-3.287, -0.765, 0.380)
H (-2.923, 0.321, -0.944)
H (2.190, -0.003, -2.270)
H (-0.599, 0.952, 1.360)
H (2.756, 1.342, -1.742)
H (3.855, 0.158, -2.006)

As for the LUMO energy: -3.777 eV. The total energy comes out at -11484.41856 eV. The charge is +1. The calculation puts the HOMO energy at -0.5062 hartree. The value obtained for the energy relative to the best compared isomer or geometry (same formula, charge and spin) is 47.1 kcal per mole.



Which formula does entry 8 have?
C6H15N2O